The following is a quantum chemistry calculation of a single C24H24N4O6S molecule at a distorted geometry, from OMol25.

Structure (XYZ):
```
59
Properties=species:S:1:pos:R:3:nbo_charge:R:1
C -0.52143 -1.43260 -3.47774 -0.256
O 0.09674 -1.88981 -2.29620 -0.508
C 1.26494 -1.29706 -1.90643 0.234
C 1.86047 -0.21085 -2.51855 -0.279
C 2.99941 0.36791 -1.96947 -0.227
C 3.57292 -0.13958 -0.81901 -0.012
C 4.68193 0.59552 -0.11579 -0.430
C 4.21484 1.06555 1.28190 -0.218
N 2.82894 1.46403 1.26306 -0.619
C 2.37056 2.73323 1.39623 0.664
O 3.04363 3.65640 1.80369 -0.617
C 0.93114 2.84182 1.00255 -0.161
C 0.49968 2.25585 -0.18531 -0.195
C -0.82182 2.32712 -0.56971 -0.215
C -1.75306 2.96717 0.24460 0.143
N -3.08686 3.00169 -0.13345 -0.843
S -3.85601 1.81461 -1.04298 2.328
O -3.18530 1.66003 -2.29768 -0.933
O -5.23276 2.20165 -1.02973 -0.932
C -3.63315 0.33275 -0.07084 -0.352
C -4.51460 0.10117 0.97119 -0.187
C -4.38584 -1.02819 1.76749 -0.246
C -3.34683 -1.89410 1.47932 0.140
N -2.94298 -3.07108 2.05698 -0.590
C -1.82650 -3.57186 1.40398 0.767
O -1.22516 -4.57844 1.68649 -0.637
N -1.55268 -2.68144 0.39137 -0.616
C -2.45191 -1.64652 0.41376 0.196
C -2.58907 -0.52346 -0.37744 -0.241
C -1.31933 3.58482 1.41740 -0.253
C 0.01344 3.53682 1.78050 -0.141
C 3.01690 -1.28359 -0.24194 -0.332
C 1.87613 -1.86137 -0.76437 0.338
O 1.23621 -2.94976 -0.24533 -0.521
C 1.77396 -3.57741 0.89757 -0.267
H -1.39785 -2.06422 -3.61243 0.207
H 0.14034 -1.54275 -4.34185 0.184
H -0.84119 -0.38853 -3.39565 0.182
H 1.43049 0.22146 -3.40739 0.228
H 3.42414 1.23976 -2.44396 0.219
H 5.56020 -0.04134 0.00394 0.219
H 4.96703 1.46192 -0.71287 0.217
H 4.33927 0.25671 2.00975 0.188
H 4.79643 1.92756 1.61205 0.241
H 2.18612 0.76832 0.91561 0.405
H 1.20943 1.76442 -0.83437 0.223
H -1.14864 1.91266 -1.50776 0.230
H -3.71917 3.48254 0.48582 0.419
H -5.31484 0.80521 1.13053 0.239
H -5.07218 -1.22349 2.57551 0.226
H -3.37666 -3.53179 2.83869 0.427
H -0.76017 -2.77416 -0.23612 0.460
H -1.93929 -0.31973 -1.20847 0.247
H -2.03199 4.10962 2.03717 0.212
H 0.35160 4.02422 2.68219 0.230
H 3.48406 -1.70464 0.63409 0.225
H 2.75616 -4.00968 0.68745 0.179
H 1.06787 -4.36602 1.15509 0.239
H 1.85230 -2.87907 1.73689 0.174
```

Summary:
Energy, a.u.: -1997.6762
LUMO level, eV: 0.471
Frontier orbital gap, eV: 8.956
Charge: 0
ΔE to the lowest compared entry with this formula, charge and spin, kcal/mol: 15.80